Below is a molecular structure, C30H47BrN4OP2Pb, with properties calculated with ωB97M-V/def2-TZVPD.

```
86
Properties=species:S:1:pos:R:3:lowdin_charge:R:1
H 1.663 1.692 1.676 0.06
H 1.232 3.849 0.522 0.06
C -2.250 0.844 -3.550 -0.10
N 2.805 -2.074 -3.281 0.00
H 0.162 1.787 -2.724 0.13
C -0.621 -6.192 1.160 -0.17
H 2.169 2.899 4.123 0.09
H 3.087 -1.964 -4.264 0.12
H -1.631 -2.281 3.216 0.04
H 5.733 2.423 -0.497 0.12
C -0.420 1.286 -1.931 -0.21
Br 0.506 -1.806 -0.122 0.18
H 4.722 1.751 0.807 0.09
H 6.650 -0.339 -1.352 0.16
H 1.069 1.048 3.216 0.11
C 5.462 1.495 0.038 0.02
C 0.843 -3.212 3.770 -0.45
H 0.344 -2.466 4.410 0.07
H -3.271 2.684 2.860 0.08
C -1.594 1.260 -4.678 -0.03
C -1.970 -3.324 3.315 -0.45
H 5.461 -2.213 -2.688 0.13
N -3.827 3.474 -7.588 0.07
H 0.449 5.398 0.859 0.10
C -1.993 0.208 0.120 -0.12
H -1.403 1.166 3.988 0.11
H -1.055 4.317 2.185 0.10
C -0.848 0.970 0.424 -0.36
C -2.306 2.020 -5.703 -0.21
H 0.850 -4.568 1.308 0.05
C -1.739 0.779 -2.212 -0.33
C 0.279 4.384 0.475 -0.10
H -1.772 3.740 0.663 0.11
P -0.657 2.007 1.899 1.05
C -4.248 3.370 -6.330 -0.11
H -0.217 -6.459 0.181 0.06
C -2.669 2.917 -7.942 -0.11
C -2.743 -3.562 4.615 -0.17
H 2.457 -4.680 3.984 0.07
H -2.464 -0.411 0.887 0.12
H -3.672 1.257 1.872 0.07
H -0.229 -6.894 1.903 0.06
P -0.473 -4.380 3.259 0.94
C 1.026 1.934 2.554 -0.30
H -0.800 -4.011 0.926 0.00
H -1.716 0.019 2.691 0.08
C 4.927 -1.365 -2.270 0.02
H -3.921 2.631 -4.357 0.10
H -2.346 3.067 -8.977 0.12
H 6.361 1.062 0.495 0.11
C -0.858 3.720 1.280 -0.29
H 3.033 -3.047 -3.023 0.13
C -3.518 2.676 -5.363 -0.01
H -1.709 -6.297 1.131 0.07
H -3.501 -0.158 -1.383 0.15
C 3.554 -1.160 -2.485 -0.40
H 2.676 -3.173 4.907 0.06
N 4.836 0.525 -0.872 -0.02
N 2.853 -0.201 -1.928 0.11
C 1.944 -3.913 4.573 -0.17
C -1.886 2.165 -7.049 0.00
H 1.522 -4.393 5.463 0.07
C -3.221 1.587 2.820 -0.11
H -3.749 -3.142 4.531 0.06
C 1.496 3.187 3.305 -0.11
H 1.195 -2.733 2.842 0.04
C -1.780 1.088 2.960 -0.31
O 2.827 1.050 0.018 0.00
H -2.840 -4.632 4.830 0.07
C -0.007 1.367 -0.610 -0.18
H -0.996 1.675 -7.424 0.11
Pb 0.387 -1.109 -2.762 1.25
C 3.448 0.482 -0.890 -0.45
H 0.027 4.466 -0.591 0.08
H 1.013 1.701 -0.393 0.08
H 2.054 3.858 2.647 0.07
H -0.553 0.995 -4.871 0.09
H -3.838 1.182 3.632 0.09
C -0.219 -4.754 1.490 -0.50
C 5.569 -0.408 -1.525 0.02
C -2.500 0.239 -1.153 -0.01
H 0.684 3.783 3.743 0.08
H -2.247 -3.095 5.472 0.07
H -2.565 -3.605 2.434 0.07
H -3.337 0.688 -3.624 0.13
H -5.193 3.852 -6.067 0.12
```

As for the charge: +2. The spin multiplicity is 1. For the lowest unoccupied orbital energy, the calculation gives -6.57 eV. The calculated total energy is -4914.643922 hartree. The highest occupied orbital energy comes out at -11.29 eV.